Record 1
DFT (ωB97M-V/def2-TZVPD) results for 7 unconnected molecules or ions with the total composition C26H72N5O10 at a distorted geometry.

Cartesian coordinates (Å):
N: 33.5395 1.8702 53.8366
H: 32.5572 1.6869 53.3457
H: 33.6888 1.5702 54.8256
H: 33.7207 2.7648 54.0213
H: 34.1404 1.5131 53.2488
C: 30.2200 4.0758 54.8505
O: 31.6139 4.2431 54.9549
H: 29.8697 4.8219 54.1821
H: 29.5995 4.5157 55.6567
H: 29.7365 3.1767 54.5401
H: 31.5858 5.1245 55.5783
C: 32.1246 3.0944 50.3576
O: 32.0152 3.4965 51.6900
H: 32.7091 2.2843 50.6500
H: 32.5999 3.8010 49.6558
H: 31.3406 2.4991 49.9151
H: 31.4006 4.1808 51.7024
C: 30.4452 -5.9358 55.3676
O: 29.6887 -5.6582 54.1913
C: 30.2558 -4.5455 53.3822
C: 29.5895 -3.2075 53.8667
N: 29.8102 -2.0029 53.0630
C: 28.8713 -0.8886 53.4109
C: 29.0651 0.2461 52.4332
O: 28.2042 1.2804 52.6919
C: 26.9362 1.0570 52.2943
H: 31.4980 -6.3002 55.1817
H: 29.9040 -6.3651 56.1223
H: 30.6105 -4.9396 55.8664
H: 30.0641 -4.7032 52.4030
H: 31.1960 -4.6360 53.4325
H: 29.7637 -3.0054 54.7937
H: 28.4993 -3.4122 53.7575
H: 29.5231 -2.4138 52.1293
H: 28.9130 -0.4089 54.3807
H: 27.8177 -1.2359 53.2556
H: 29.1148 0.0511 51.5718
H: 30.2274 0.6084 52.3594
H: 26.5260 2.0302 52.3127
H: 26.5110 0.4300 53.1175
H: 26.7059 0.5103 51.3756
C: 34.7940 -2.3422 50.3158
O: 34.3347 -1.2100 50.8627
C: 33.1327 -1.3880 51.5875
C: 33.5642 -1.6399 53.0208
N: 32.5359 -1.0674 53.9066
C: 32.6900 -1.2958 55.2796
C: 31.6726 -0.5276 56.0977
O: 32.1985 0.9012 56.1904
C: 31.2777 1.6056 57.1080
H: 35.7223 -2.0441 49.7487
H: 34.0972 -2.7984 49.5549
H: 35.0670 -2.8662 51.2340
H: 32.3800 -2.1008 51.2279
H: 32.4738 -0.5216 51.2896
H: 34.4834 -1.1610 53.0323
H: 33.8879 -2.7537 53.4580
H: 31.5615 -1.4297 53.5101
H: 33.4420 -1.0126 55.7743
H: 32.6570 -2.4195 55.4801
H: 31.3860 -0.8782 56.9133
H: 30.7754 -0.4648 55.3078
H: 31.3870 2.5063 57.0956
H: 31.2166 1.1558 58.1132
H: 30.3586 1.4437 56.8202
C: 34.0000 6.4548 54.6638
O: 33.8919 5.4888 55.8025
C: 34.9045 4.6070 55.8807
C: 34.5777 3.5315 56.9509
N: 35.3810 2.3076 56.6027
C: 35.1601 1.4326 57.7598
C: 35.9482 0.2022 57.6335
O: 36.2016 -0.3541 58.7604
C: 37.3173 0.2065 59.5486
H: 33.8817 5.8477 53.8251
H: 34.9982 7.0715 54.9101
H: 33.1630 7.0630 54.8148
H: 35.8413 5.2247 56.0125
H: 35.1582 3.9231 55.0114
H: 33.5129 3.3108 56.9979
H: 34.7806 3.9675 57.9867
H: 36.5187 2.5798 56.7209
H: 34.1770 1.1637 57.7964
H: 35.3466 2.0497 58.7926
H: 36.9155 0.5172 57.0664
H: 35.4838 -0.5896 57.0447
H: 38.1853 0.3578 59.0011
H: 37.5196 -0.4837 60.3753
H: 36.9392 1.1277 60.0306
C: 35.1839 5.5457 49.0014
O: 35.9183 5.1801 50.1447
C: 35.8566 3.7887 50.5401
C: 36.6212 3.6373 51.8838
N: 36.6130 2.1713 52.1787
C: 37.4815 1.8254 53.2929
C: 37.2168 0.3747 53.6019
O: 37.8901 0.1535 54.7853
C: 38.0039 -1.2548 55.1261
H: 35.6480 5.2531 48.1282
H: 34.9600 6.5960 48.6585
H: 34.2119 5.1827 49.3213
H: 36.4114 3.3283 49.7863
H: 34.9732 3.2978 50.8668
H: 36.2639 4.2669 52.4754
H: 37.5845 4.1393 51.9541
H: 37.1186 1.6208 51.5398
H: 37.2238 2.6109 54.1421
H: 38.5462 2.2464 52.9353
H: 37.5836 -0.0669 52.7778
H: 36.1422 0.2316 53.6684
H: 38.7294 -1.6020 54.3814
H: 37.1793 -1.8761 54.8477
H: 38.3276 -1.3626 56.0122

For the total energy, the calculation gives -56027.37178 eV. As for the spin multiplicity: 1. For the LUMO energy, the calculation gives -1.6515 eV. The net charge is +1. The calculation puts the HOMO-LUMO gap at 9.505 eV. The value obtained for the largest force on an atom is 13.26 eV/Å.


Record 2
DFT (ωB97M-V/def2-TZVPD) results for 9 unconnected molecules or ions with the total composition C26H74N4O9 at a distorted geometry.

Cartesian coordinates (Å):
C: 15.3006 21.3095 -15.4741
C: 16.0348 21.6656 -14.1931
O: 15.6778 20.8070 -13.0595
H: 14.2281 21.4633 -15.3546
H: 15.5047 20.2589 -15.6804
H: 15.7559 21.8428 -16.3086
H: 15.7204 22.6764 -13.9333
H: 17.1148 21.7287 -14.3270
H: 16.2215 20.0242 -12.9446
C: 22.2660 23.1594 -16.0695
C: 23.1746 23.7788 -17.1302
O: 24.3862 23.0529 -17.2265
H: 21.3483 23.7465 -16.0322
H: 22.7394 23.3092 -15.0992
H: 22.1086 22.0931 -16.2320
H: 23.2684 24.8589 -17.0184
H: 22.6461 23.6596 -18.0760
H: 24.7285 22.8214 -16.3600
C: 19.1624 20.1102 -15.6184
C: 18.7328 21.0064 -16.7857
O: 18.6915 22.3573 -16.3819
H: 19.9652 20.4872 -14.9848
H: 19.4282 19.1024 -15.9377
H: 18.3234 19.9427 -14.9431
H: 17.7502 20.6796 -17.1261
H: 19.4128 20.8998 -17.6308
H: 18.3994 22.8169 -17.1725
C: 18.0859 24.9403 -14.3996
C: 19.4713 24.5249 -13.8482
O: 19.6171 23.1638 -14.0378
H: 17.8570 25.8655 -13.8707
H: 17.3701 24.1795 -14.0884
H: 18.0680 25.0528 -15.4836
H: 19.6315 24.9725 -12.8674
H: 20.1608 25.0206 -14.5316
H: 19.3754 23.0067 -14.9535
C: 18.2387 22.1342 -11.0574
C: 19.5227 21.3848 -11.3168
O: 20.5540 22.3184 -11.6826
H: 18.1885 22.9006 -10.2840
H: 17.4695 21.3986 -10.8224
H: 17.9271 22.5695 -12.0069
H: 19.2831 20.6783 -12.1114
H: 19.7720 20.8243 -10.4158
H: 20.1974 22.6760 -12.4990
C: 22.5312 17.7322 -16.7461
C: 23.2146 16.8759 -17.7859
C: 22.5869 15.4994 -17.9365
O: 22.7992 14.7116 -16.7898
C: 22.9891 13.3435 -17.0455
N: 23.2200 17.5870 -19.0982
H: 22.6708 17.3304 -15.7425
H: 21.4508 17.7027 -16.8872
H: 22.9292 18.7467 -16.7670
H: 24.2154 16.6499 -17.4179
H: 23.0784 15.1145 -18.8300
H: 21.5177 15.5518 -18.1419
H: 22.0909 12.7673 -17.2672
H: 23.3761 12.9117 -16.1225
H: 23.7370 13.1399 -17.8119
H: 23.4925 18.5490 -18.9550
H: 22.2729 17.5893 -19.4490
C: 18.5472 18.0618 -18.7465
C: 18.3272 16.5298 -18.8035
C: 16.9042 16.1487 -18.3955
O: 16.5792 16.6447 -17.0838
C: 15.1712 16.6558 -16.8257
N: 18.7484 16.2221 -20.1642
H: 18.0297 18.4752 -17.8808
H: 18.0637 18.6251 -19.5446
H: 19.6092 18.3064 -18.7239
H: 18.9996 16.0194 -18.1139
H: 16.6635 15.0857 -18.3770
H: 16.1556 16.4200 -19.1399
H: 14.6006 17.2356 -17.5512
H: 15.0326 17.2941 -15.9531
H: 14.7064 15.6835 -16.6624
H: 18.7014 15.2169 -20.2503
H: 18.0501 16.4905 -20.8427
C: 18.6630 17.9753 -8.6854
C: 19.1995 16.7331 -9.4524
C: 20.3134 17.0447 -10.5507
O: 19.8657 18.0168 -11.5217
C: 20.7974 18.1408 -12.6140
N: 19.8870 15.9586 -8.3848
H: 19.4888 18.5251 -8.2339
H: 17.7864 17.7780 -8.0684
H: 18.2021 18.5453 -9.4922
H: 18.3504 16.2090 -9.8910
H: 20.4671 16.0732 -11.0206
H: 21.2081 17.4150 -10.0501
H: 21.7459 18.5179 -12.2317
H: 20.5611 18.8603 -13.3979
H: 21.0478 17.1619 -13.0229
H: 19.2165 15.8086 -7.6444
H: 20.5145 16.5186 -7.8256
C: 19.8723 25.0269 -18.3075
C: 18.9435 24.2025 -19.2337
C: 19.6139 22.9534 -19.9443
O: 18.7916 22.5267 -21.0635
C: 19.2725 21.4527 -21.8468
N: 17.7205 23.9287 -18.5001
H: 19.2879 25.9339 -18.1524
H: 20.8231 25.2407 -18.7957
H: 20.0359 24.6332 -17.3044
H: 18.6966 24.7986 -20.1122
H: 19.8038 22.2089 -19.1711
H: 20.6064 23.3361 -20.1818
H: 19.6673 20.5990 -21.2960
H: 19.9048 21.8671 -22.6320
H: 18.3883 21.0324 -22.3260
H: 17.3611 24.8222 -18.1958
H: 16.9926 23.5903 -19.1130

For the total energy, the calculation gives -52535.78194 eV. As for the spin multiplicity: 2. For the LUMO energy (spin up / spin down), the calculation gives -3.1314 / -8.8174 eV. The net charge is +1. Its expectation value of S² is 0.755. The calculation puts the HOMO-LUMO gap (spin up / spin down) at 7.646 / 1.960 eV. The value obtained for the largest force on an atom is 3.59 eV/Å.